No. 1
{
  "formula": "C2H4O4S",
  "method": "ωB97M-V/def2-TZVPD",
  "symbols": ["C", "C", "O", "O", "O", "O", "S", "H", "H", "H", "H"],
  "xyz": [[1.211742, 1.110567, 1.553807], [1.181531, 0.059057, 0.714051], [-2.575628, -1.639473, -2.123711], [-3.585722, 0.587748, -1.989207], [1.584198, -1.222803, 0.987109], [0.538962, 0.229469, -0.469503], [-2.444820, -0.243444, -1.721963], [1.602321, 1.254483, 2.534752], [0.688213, 1.964394, 1.145431], [0.837900, -1.756143, 0.507227], [0.961305, -0.343858, -1.137996]],
  "forces_ev_per_angstrom": [[-0.469, -0.294, -1.415], [0.006, 1.112, 2.195], [0.539, 1.514, 0.604], [0.553, -0.004, 0.234], [-2.137, -0.717, -1.898], [0.076, -0.868, -0.958], [-1.134, -1.468, -0.833], [0.236, -0.750, 0.407], [0.347, 0.227, -0.086], [2.135, 0.837, 1.469], [-0.152, 0.412, 0.281]],
  "nbo_charge": [-0.573, 0.562, -0.826, -0.814, -0.675, -0.707, 1.644, 0.222, 0.210, 0.477, 0.481],
  "max_force_ev_per_a": 2.95,
  "e_above_lowest_kcal_mol": 25.4,
  "lumo_ev": -1.33,
  "charge": 0,
  "molar_mass_g_mol": 124.1
}

---

No. 2
{
  "formula": "C19H31ClN2STc",
  "method": "ωB97M-V/def2-TZVPD",
  "symbols": ["C", "C", "C", "C", "Cl", "H", "H", "H", "H", "H", "H", "H", "H", "H", "C", "C", "C", "H", "C", "C", "H", "H", "H", "H", "C", "C", "C", "H", "C", "C", "H", "H", "H", "H", "Tc", "C", "C", "N", "C", "S", "N", "C", "C", "H", "H", "H", "H", "H", "H", "H", "H", "H", "H", "H", "H"],
  "xyz": [[-0.380220, 1.636653, -5.735421], [-1.206903, 0.561368, -6.446045], [-1.052652, 2.993327, -5.968429], [1.021219, 1.658693, -6.353384], [-0.272047, 1.262338, -3.896382], [-1.099923, 3.211433, -7.043719], [-0.492124, 3.795837, -5.482180], [-2.074455, 2.983940, -5.578914], [-1.261795, 0.781771, -7.520267], [-2.225396, 0.533546, -6.049519], [-0.748587, -0.423418, -6.320739], [0.956900, 1.883700, -7.426063], [1.503939, 0.683937, -6.239118], [1.644189, 2.422925, -5.881422], [-2.223293, -0.150002, 0.937210], [-1.767746, 1.176891, 0.570354], [-1.710298, 1.238154, -0.874165], [-1.762081, 2.036147, 1.221193], [-1.856467, -0.127927, -1.352422], [-2.237393, -0.943848, -0.246051], [-2.519243, -1.981527, -0.326140], [-2.567560, -0.410773, 1.934511], [-1.765268, 2.140916, -1.476243], [-1.829252, -0.422132, -2.398034], [2.315105, 0.508057, -0.112247], [1.710355, 1.125199, 1.042747], [0.822222, 2.166079, 0.552735], [1.915541, 0.894309, 2.083249], [0.949992, 2.223065, -0.876947], [1.839257, 1.180038, -1.283647], [2.156894, 0.987515, -2.302829], [3.016293, -0.305299, -0.136061], [0.202248, 2.823523, 1.149839], [0.516792, 2.958224, -1.540707], [0.047556, 0.371295, -0.185796], [0.156050, -0.030423, 5.828101], [-0.559849, -0.826401, 4.734631], [0.148429, -0.741233, 3.414680], [0.313977, -1.872390, 2.689515], [0.265911, -1.976263, 0.981170], [0.489079, -3.032548, 3.394543], [1.523017, -3.145503, 4.450568], [1.299581, -4.459415, 5.190859], [1.243850, -0.222028, 5.824891], [-0.256522, -0.360491, 6.795914], [-0.032533, 1.046253, 5.704336], [-0.609749, -1.888016, 4.999260], [-1.580968, -0.459825, 4.570684], [-0.041800, 0.107517, 2.893540], [0.385728, -3.865858, 2.813702], [2.528163, -3.112779, 3.998431], [1.431574, -2.282070, 5.123453], [1.658777, -5.301422, 4.595499], [1.838193, -4.441283, 6.143552], [0.233293, -4.609779, 5.413724]],
  "forces_ev_per_angstrom": [[-0.109, 0.377, -2.018], [-0.040, -0.304, 0.714], [-0.031, -0.010, 0.784], [0.198, -0.171, 0.716], [-0.025, 0.215, -0.807], [0.102, -0.225, 0.274], [-0.082, -0.022, -0.063], [0.093, 0.083, -0.048], [0.103, 0.070, 0.326], [0.071, -0.046, -0.086], [-0.093, 0.064, -0.057], [-0.159, -0.047, 0.315], [0.016, 0.126, -0.040], [-0.010, -0.068, -0.077], [-0.301, 0.084, -0.965], [-1.428, -0.252, -0.229], [-1.136, -0.195, -0.389], [-0.242, -0.065, 0.001], [-0.550, 0.771, 0.570], [-0.382, 0.800, 0.394], [0.139, -0.075, 0.150], [0.335, -0.273, -0.223], [0.251, -0.313, 0.088], [0.065, 0.033, 0.257], [-0.198, 0.993, 0.196], [0.447, 0.578, -0.823], [1.449, 0.539, 0.521], [-0.114, -0.109, -0.254], [0.534, 0.121, -0.042], [0.519, 0.430, 0.633], [-0.268, -0.129, 0.137], [0.042, -0.214, 0.207], [0.415, 0.001, -0.065], [-0.141, -0.172, 0.084], [0.191, -2.674, -0.271], [-0.231, -0.107, 0.007], [0.531, 0.110, 0.131], [-0.505, -0.806, -0.244], [0.043, -0.219, 1.044], [0.280, 0.267, 0.141], [0.139, 0.710, -1.402], [-0.126, -0.062, 0.432], [-0.033, 0.152, 0.240], [-0.507, 0.118, 0.008], [0.222, 0.341, -0.293], [0.201, -0.319, 0.168], [-0.148, 0.411, -0.143], [0.175, -0.074, 0.131], [0.140, -0.319, 0.003], [0.232, 0.267, 0.222], [-0.353, 0.023, 0.058], [0.044, -0.383, -0.235], [-0.059, 0.015, 0.112], [-0.014, -0.122, -0.235], [0.307, 0.076, -0.055]],
  "mulliken_spin": [0.002, 0.000, 0.000, 0.000, 0.000, 0.000, 0.000, 0.000, 0.000, 0.000, 0.000, 0.000, 0.000, 0.000, 0.224, -0.051, -0.015, 0.006, 0.186, 0.049, -0.003, 0.021, 0.016, 0.029, 0.075, -0.004, -0.092, 0.000, -0.046, 0.093, 0.019, 0.008, 0.012, 0.008, 2.242, 0.001, -0.002, -0.006, -0.020, 0.229, 0.007, 0.003, 0.000, 0.000, 0.000, 0.000, 0.001, 0.000, 0.010, -0.003, 0.000, 0.000, 0.000, 0.000, 0.000],
  "spin_multiplicity": 4,
  "max_force_ev_per_a": 2.69,
  "e_above_lowest_kcal_mol": 3.4,
  "lumo_ev": [-6.72, -9.14],
  "s_squared": 3.775,
  "charge": 2,
  "molar_mass_g_mol": 453.0
}

---

No. 3
{
  "formula": "C12H10N6RuS3",
  "method": "ωB97M-V/def2-TZVPD",
  "symbols": ["Ru", "C", "C", "N", "N", "C", "N", "S", "C", "C", "C", "C", "C", "N", "H", "H", "H", "H", "H", "H", "H", "H", "H", "H", "S", "C", "S", "C", "C", "N", "C", "N"],
  "xyz": [[-0.074482, -0.763395, -0.562385], [-2.478575, 2.818735, -0.115149], [-1.427006, 1.766117, -0.253013], [-1.677345, 0.437122, -0.398376], [-2.936019, -0.093227, -0.321948], [-3.079354, -1.408069, -0.355095], [-4.291615, -1.964471, -0.345800], [-1.667555, -2.405699, -0.413218], [-0.050239, 2.084489, -0.244248], [0.445203, 3.402941, -0.235635], [1.797257, 3.624675, -0.191787], [2.678893, 2.534585, -0.155198], [2.158112, 1.265233, -0.186747], [0.834661, 1.018170, -0.239116], [-3.488715, 2.418735, -0.065411], [-2.445618, 3.506217, -0.962931], [-2.315062, 3.400560, 0.792916], [-3.733596, 0.520870, -0.252434], [-5.139282, -1.425019, -0.300660], [-4.363949, -2.967294, -0.344181], [-0.248171, 4.230670, -0.268468], [2.183431, 4.634692, -0.182764], [3.747210, 2.677576, -0.101201], [2.811566, 0.404874, -0.160950], [1.765886, -2.026719, -0.761020], [1.877826, -3.577832, 0.080538], [0.731835, -4.760535, -0.178560], [3.019679, -3.776953, 0.871128], [3.215243, -4.970771, 1.606909], [3.367626, -5.933735, 2.219126], [3.999297, -2.757399, 0.980302], [4.782863, -1.915156, 1.045374]],
  "forces_ev_per_angstrom": [[-0.445, -1.034, 0.442], [0.074, -0.028, -0.003], [-0.068, 0.002, 0.042], [0.314, 0.550, -0.382], [-0.346, -0.156, 0.134], [0.233, 0.267, -0.049], [0.029, 0.015, 0.033], [-0.082, -0.400, 0.016], [-0.226, -0.050, 0.027], [0.069, 0.052, 0.042], [-0.135, 0.008, -0.006], [-0.047, -0.165, 0.020], [0.366, 0.271, 0.052], [0.160, 0.388, -0.045], [-0.022, 0.032, 0.007], [-0.043, -0.001, -0.001], [-0.050, 0.019, -0.003], [0.014, 0.112, -0.017], [-0.024, -0.019, 0.003], [-0.033, -0.018, -0.008], [0.008, 0.004, 0.017], [-0.020, 0.011, -0.008], [0.008, -0.042, 0.000], [-0.032, -0.070, -0.033], [0.707, 0.203, -0.333], [-0.752, 0.043, -0.257], [0.183, 0.025, 0.210], [0.012, 0.005, 0.010], [-0.002, -0.206, 0.010], [0.020, 0.049, -0.007], [0.203, 0.161, 0.060], [-0.070, -0.029, 0.027]],
  "mulliken_spin": [2.407, -0.021, 0.308, 0.139, 0.005, 0.061, 0.041, 0.073, 0.101, 0.090, 0.030, 0.120, 0.026, 0.127, 0.002, 0.017, 0.014, -0.002, -0.002, -0.001, 0.018, 0.001, 0.005, -0.002, 0.370, -0.180, 0.643, 0.321, -0.025, 0.176, -0.053, 0.191],
  "spin_multiplicity": 6,
  "max_force_ev_per_a": 1.21,
  "e_above_lowest_kcal_mol": 0.0,
  "lumo_ev": [-3.55, -5.91],
  "s_squared": 8.839,
  "charge": 1,
  "molar_mass_g_mol": 435.5
}

---

No. 4
{
  "formula": "C13H25BiO",
  "method": "ωB97M-V/def2-TZVPD",
  "symbols": ["C", "H", "H", "H", "C", "H", "H", "C", "H", "H", "H", "C", "C", "C", "C", "C", "C", "C", "C", "C", "C", "Bi", "H", "H", "H", "H", "H", "H", "H", "H", "H", "H", "H", "H", "H", "H", "H", "O", "H", "H"],
  "xyz": [[1.476215, 2.476194, 0.726484], [1.944628, 2.987756, 1.568579], [2.128105, 2.456172, -0.149049], [1.436590, 1.434792, 1.068749], [0.058186, 2.936278, 0.392520], [-0.477451, 2.152366, -0.170458], [-0.503719, 3.152408, 1.308826], [0.140848, 4.234016, -0.417167], [-0.864801, 4.600998, -0.597769], [0.674707, 5.030398, 0.122822], [0.644688, 4.119922, -1.388436], [-0.803712, -1.947382, 0.210514], [-1.175251, -0.829277, -0.687044], [0.007738, -0.305236, -1.286768], [1.144637, -0.930126, -0.683641], [0.692816, -2.023418, 0.172368], [1.543891, -3.026156, 0.853207], [2.569349, -0.729523, -1.114116], [0.082397, 0.646869, -2.452304], [-2.552198, -0.696539, -1.263333], [-1.703697, -2.946686, 0.812058], [-0.178157, -0.370096, 1.615158], [3.263585, -1.071030, -0.333866], [2.785240, -1.322984, -2.018998], [2.804750, 0.328335, -1.337059], [2.576694, -2.670064, 1.017863], [1.126145, -3.331898, 1.820409], [1.594295, -3.919224, 0.217570], [-2.701050, -2.548324, 1.082179], [-1.820006, -3.720766, 0.036790], [-1.245233, -3.414364, 1.699696], [-2.696900, 0.248926, -1.826570], [-2.770622, -1.521216, -1.973642], [-3.325604, -0.738334, -0.480540], [0.882042, 1.395966, -2.311567], [0.292178, 0.108853, -3.388636], [-0.860996, 1.191468, -2.604903], [-1.895931, -0.599465, 3.585861], [-2.640886, 0.025461, 3.689307], [-1.653510, -0.865076, 4.484905]],
  "forces_ev_per_angstrom": [[-0.311, -0.820, 0.327], [-0.027, 0.375, -0.335], [0.023, 0.262, 0.101], [0.403, -0.130, 0.026], [0.727, 0.688, -0.141], [0.057, 0.324, 0.062], [-0.007, -0.204, -0.044], [-0.276, 0.262, -0.116], [-0.085, 0.174, -0.186], [-0.118, -0.387, -0.014], [-0.138, -0.173, 0.290], [1.434, 0.425, -1.105], [-0.395, -1.590, -0.223], [0.766, 0.324, 0.428], [-0.138, -0.823, -0.285], [-1.227, 1.018, -0.326], [0.528, -0.608, 0.170], [0.227, 0.336, 0.339], [-0.189, 0.468, 0.472], [-0.639, 0.721, 0.094], [-0.636, -1.040, -0.087], [-0.021, 2.077, -0.094], [-0.160, 0.121, -0.276], [-0.202, 0.178, 0.254], [-0.222, -0.554, 0.084], [-0.544, -0.145, -0.103], [0.131, -0.063, -0.256], [0.082, 0.056, 0.159], [0.585, -0.217, -0.180], [-0.305, -0.060, 0.468], [-0.305, 0.086, -0.355], [0.176, -0.556, 0.448], [0.362, 0.266, 0.421], [0.219, -0.028, -0.304], [-0.272, -0.385, -0.056], [0.040, -0.070, 0.316], [0.321, -0.219, 0.119], [-0.113, 0.293, -0.067], [0.336, -0.347, -0.034], [-0.085, -0.039, 0.008]],
  "nbo_charge": [-0.579, 0.248, 0.221, 0.123, -0.418, 0.167, 0.213, -0.609, 0.227, 0.233, 0.211, -0.285, -0.002, 0.065, -0.015, -0.062, -0.678, -0.676, -0.685, -0.680, -0.658, 1.635, 0.249, 0.279, 0.257, 0.259, 0.239, 0.280, 0.256, 0.271, 0.243, 0.260, 0.281, 0.252, 0.260, 0.284, 0.255, -0.976, 0.528, 0.526],
  "max_force_ev_per_a": 2.08,
  "e_above_lowest_kcal_mol": 0.0,
  "lumo_ev": -9.09,
  "charge": 2,
  "molar_mass_g_mol": 406.3
}